No. 1
{"formula": "C14H19BErO6S2", "method": "the ωB97M-V functional and the def2-TZVPD basis", "s_squared": 3.85, "e_homo_ev": [-16.19, -16.19], "total_charge": 3, "spin_multiplicity": 4, "gap_ev": [5.28, 3.93], "symbols": ["C", "C", "C", "O", "C", "O", "C", "S", "B", "C", "O", "O", "C", "C", "C", "C", "C", "C", "O", "C", "O", "C", "S", "H", "H", "H", "H", "H", "H", "H", "H", "H", "H", "H", "H", "H", "H", "H", "H", "H", "H", "H", "Er"], "coordinates": [[4.832, -1.107, 0.421], [3.211, -1.117, 0.234], [2.945, -2.203, -0.971], [1.537, -2.333, -1.346], [1.172, -1.572, -2.492], [1.875, -1.385, -3.578], [-0.313, -0.921, -2.464], [-0.356, 0.462, -1.225], [-2.114, 0.909, -0.739], [-2.730, 2.323, -1.269], [-1.664, 3.079, -1.964], [-1.223, 4.010, -1.060], [-3.029, -0.034, 0.217], [-2.679, -1.531, 0.503], [-3.588, -2.393, 1.487], [-4.851, -1.787, 2.199], [-5.210, -0.302, 1.885], [-4.312, 0.575, 0.909], [2.675, 0.210, -0.051], [2.156, 0.853, 1.130], [1.381, 0.339, 1.955], [2.570, 2.405, 1.382], [2.607, 2.820, 3.190], [5.270, -2.103, 0.023], [5.126, -1.081, 1.536], [5.339, -0.268, -0.167], [2.802, -1.607, 1.180], [3.251, -3.217, -0.504], [3.671, -2.036, -1.846], [-1.111, -1.737, -2.266], [-0.568, -0.519, -3.517], [-3.675, 2.217, -1.903], [-3.020, 2.999, -0.372], [-0.323, 3.758, -0.734], [-1.772, -2.027, 0.030], [-3.296, -3.477, 1.706], [-5.494, -2.411, 2.923], [-6.109, 0.175, 2.394], [-4.634, 1.659, 0.729], [3.506, 2.700, 0.803], [1.697, 3.015, 0.925], [1.364, 2.441, 3.692], [3.086, 0.219, -2.989]], "atomic_forces_ev_per_a": [[-0.2, -0.7, 0.0], [1.5, -2.3, 0.0], [1.3, -0.3, 1.8], [0.1, 3.2, -3.7], [-1.4, -1.0, -0.2], [-2.0, -1.5, 4.0], [-0.6, -1.5, -0.9], [0.7, -0.4, -0.4], [-2.3, -0.1, 0.0], [0.8, 0.5, 1.1], [-1.6, -1.8, -0.6], [1.2, 1.7, 1.6], [-1.4, -2.4, 1.9], [-2.8, 2.7, 1.2], [-1.7, 2.5, 0.4], [2.1, 2.5, -2.6], [2.4, -2.6, -0.5], [1.1, -3.1, 0.2], [0.2, -0.8, 0.7], [-2.3, 1.2, 3.7], [3.2, 0.7, -4.0], [-1.7, -0.7, -1.5], [0.2, -0.2, -0.1], [-0.7, 1.5, 0.6], [-0.5, 0.3, -1.9], [-0.7, -0.9, 0.9], [0.0, 1.2, -1.3], [-0.5, 1.6, -1.0], [-1.1, -0.4, 0.7], [1.5, 1.1, -0.1], [0.8, -0.7, 1.7], [1.4, 0.1, 0.5], [0.3, -1.1, -1.4], [-0.8, -0.2, -0.7], [-1.3, 0.8, 0.8], [-0.5, 1.7, -0.4], [1.2, 1.1, -1.4], [1.3, -0.7, -0.8], [0.6, -1.8, 0.3], [-1.0, -0.4, 1.3], [1.4, -1.0, 0.5], [0.9, 0.1, -1.1], [1.3, 1.9, 0.6]], "mulliken_spin": [0.002, 0.002, -0.006, -0.008, -0.006, 0.000, -0.007, -0.011, -0.012, 0.007, -0.001, 0.000, -0.044, 0.233, 0.319, -0.109, 0.241, 0.291, 0.001, -0.003, 0.000, 0.000, 0.000, 0.000, 0.000, -0.001, 0.000, 0.000, 0.001, -0.002, 0.001, -0.001, -0.001, 0.000, 0.055, 0.005, 0.002, 0.003, 0.014, 0.000, 0.000, 0.000, 2.036]}


No. 2
{"formula": "C14H19CaF6N2O17S2", "method": "the ωB97M-V functional and the def2-TZVPD basis", "e_homo_ev": -4.36, "de_lowest_kj_mol": 1225.4, "total_charge": -1, "gap_ev": 2.76, "symbols": ["Ca", "C", "F", "F", "F", "S", "O", "O", "N", "S", "O", "O", "C", "F", "F", "F", "O", "H", "N", "O", "O", "O", "C", "C", "C", "O", "C", "O", "O", "H", "H", "H", "H", "H", "H", "C", "C", "C", "O", "C", "O", "O", "H", "H", "H", "H", "H", "H", "C", "C", "C", "O", "C", "O", "O", "H", "H", "H", "H", "H", "H"], "coordinates": [[0.518, -1.516, -1.266], [6.817, -2.149, -0.365], [6.049, -1.848, 0.664], [7.573, -1.043, -0.580], [7.629, -3.120, -0.128], [5.808, -2.561, -1.838], [6.684, -3.076, -2.893], [4.942, -3.574, -1.222], [4.976, -1.070, -2.079], [5.733, -0.394, -3.255], [7.176, -0.637, -3.393], [4.922, -0.581, -4.465], [5.565, 1.557, -2.777], [4.217, 1.832, -2.697], [6.124, 1.726, -1.570], [6.165, 2.300, -3.745], [-0.623, -4.676, -3.453], [-0.313, -4.561, -4.372], [-5.053, -2.513, 0.146], [-5.898, -1.623, 0.074], [-5.212, -3.583, -0.356], [-3.891, -2.200, 0.355], [-5.730, 3.797, 3.959], [-4.329, 4.417, 3.513], [-3.264, 4.283, 4.530], [-2.118, 3.665, 3.867], [-2.515, 3.376, 2.577], [-1.686, 2.920, 1.806], [-3.833, 3.606, 2.441], [-6.458, 3.938, 3.160], [-6.124, 4.242, 4.873], [-5.610, 2.714, 4.004], [-4.498, 5.485, 3.375], [-3.576, 3.522, 5.244], [-2.880, 5.174, 5.027], [-3.316, 2.416, -10.004], [-3.284, 3.071, -8.630], [-4.594, 3.109, -7.881], [-4.285, 2.652, -6.562], [-3.087, 2.071, -6.549], [-2.645, 1.364, -5.658], [-2.657, 2.082, -7.801], [-2.378, 1.898, -10.203], [-3.441, 3.019, -10.904], [-4.129, 1.707, -10.162], [-2.751, 4.022, -8.619], [-5.323, 2.471, -8.380], [-4.968, 4.133, -7.883], [3.483, -3.620, 8.839], [2.696, -4.273, 7.697], [1.124, -4.615, 7.851], [0.624, -4.129, 6.566], [1.552, -3.396, 5.988], [1.505, -2.988, 4.808], [2.703, -3.251, 6.718], [4.572, -3.680, 8.853], [3.211, -4.124, 9.767], [3.214, -2.574, 8.981], [3.134, -5.241, 7.452], [0.591, -4.248, 8.728], [1.162, -5.705, 7.827]], "atomic_forces_ev_per_a": [[-0.5, -1.4, -0.9], [0.5, 2.6, -1.3], [-0.4, -0.5, 0.6], [-0.1, -0.2, -0.1], [0.8, -1.6, 0.8], [-0.9, -1.8, 0.0], [-1.5, 1.1, 1.7], [0.0, 1.7, -0.8], [1.3, -3.4, 1.8], [1.0, 2.1, -4.1], [-2.0, 1.2, 0.5], [1.0, 0.9, 1.1], [-0.4, -2.7, -0.7], [1.6, 0.4, -0.1], [-0.3, 0.7, -0.9], [-0.9, -0.5, 1.6], [0.6, 1.1, 0.2], [-0.1, 0.1, 0.6], [1.0, 2.2, -3.3], [-2.0, 0.9, 1.3], [-2.1, -4.3, -0.4], [3.5, 1.4, 2.4], [1.3, 0.3, -1.2], [-2.4, -0.6, 0.9], [1.8, -1.8, 1.5], [-1.3, 0.8, -1.0], [2.8, -1.0, 0.5], [-2.6, 0.9, 0.8], [0.3, 0.8, -1.2], [0.0, 0.3, 0.0], [0.2, -0.1, 0.0], [0.1, 0.0, 0.5], [0.2, 0.0, -1.4], [0.0, 0.3, 0.5], [-0.4, 0.0, -0.1], [-0.1, -0.1, -1.2], [-0.3, -1.5, -0.2], [-0.5, 1.1, -0.5], [-1.2, 1.3, 0.6], [-0.5, -3.2, 1.0], [-0.5, 2.2, -1.5], [3.0, 0.1, -0.8], [0.0, -0.1, 0.3], [0.1, 0.9, 0.4], [0.0, -0.3, 0.7], [0.2, -0.1, 0.1], [-0.1, -0.2, 0.4], [-0.3, -0.1, 0.5], [-0.8, -0.7, 1.5], [-0.5, 1.3, 1.9], [2.3, -0.2, -0.7], [-0.2, -0.4, 1.8], [1.7, 1.5, -5.4], [-0.5, -0.9, 4.0], [-1.3, -1.0, -1.1], [-0.1, -0.2, -0.8], [-0.1, -0.1, 0.3], [-0.2, -0.1, -0.3], [0.5, 0.4, -0.9], [0.0, 0.4, -0.4], [-0.9, 0.1, 0.0]], "nbo_charge": [1.669, 0.724, -0.311, -0.331, -0.293, 2.129, -0.867, -0.945, -1.184, 2.144, -0.909, -0.947, 0.769, -0.346, -0.314, -0.314, -1.079, 0.402, 0.718, -0.569, -0.519, -0.626, -0.625, 0.065, -0.109, -0.493, 0.976, -0.588, -0.473, 0.228, 0.213, 0.232, 0.184, 0.188, 0.201, -0.641, 0.064, -0.092, -0.482, 0.971, -0.576, -0.497, 0.242, 0.221, 0.218, 0.189, 0.190, 0.193, -0.631, 0.073, -0.097, -0.465, 0.963, -0.594, -0.485, 0.230, 0.205, 0.226, 0.181, 0.200, 0.195]}


No. 3
{"formula": "C14H19ClN5O5Os", "method": "the ωB97M-V functional and the def2-TZVPD basis", "e_homo_ev": -18.82, "de_lowest_kj_mol": 42.4, "total_charge": 3, "gap_ev": 7.78, "symbols": ["Os", "O", "C", "N", "C", "C", "C", "C", "C", "C", "N", "C", "C", "C", "C", "C", "N", "H", "H", "H", "H", "H", "H", "H", "H", "H", "H", "N", "C", "C", "N", "H", "H", "H", "H", "H", "H", "H", "H", "H", "O", "Cl", "O", "O", "O"], "coordinates": [[0.107, -0.841, 0.003], [-1.897, -3.803, -1.780], [-1.238, -2.835, -1.591], [-1.052, -2.270, -0.274], [-2.062, -2.683, 0.702], [-2.284, -1.509, 1.585], [-3.233, -1.487, 2.592], [-3.371, -0.353, 3.367], [-2.522, 0.726, 3.130], [-1.593, 0.636, 2.125], [-1.482, -0.452, 1.331], [-0.528, -2.027, -2.605], [-0.488, -2.372, -3.935], [0.241, -1.563, -4.800], [0.918, -0.472, -4.276], [0.830, -0.199, -2.923], [0.086, -0.943, -2.090], [-1.696, -3.544, 1.268], [-2.976, -2.995, 0.194], [-3.853, -2.358, 2.755], [-4.113, -0.309, 4.152], [-2.573, 1.623, 3.731], [-0.890, 1.441, 1.980], [-1.011, -3.259, -4.268], [0.295, -1.792, -5.856], [1.528, 0.162, -4.904], [1.413, 0.608, -2.500], [2.717, 4.182, 1.091], [1.536, 3.550, 0.393], [1.540, 2.028, 0.577], [0.418, 1.373, -0.151], [2.708, 5.200, 0.963], [3.614, 3.846, 0.724], [2.716, 4.010, 2.102], [1.610, 3.833, -0.656], [0.643, 4.013, 0.812], [1.459, 1.765, 1.633], [2.471, 1.601, 0.205], [0.491, 1.586, -1.144], [-0.469, 1.789, 0.127], [2.782, -2.594, 1.375], [2.486, -1.236, 1.308], [3.437, -0.341, 1.812], [1.122, -0.912, 1.883], [2.164, -0.823, -0.170]], "atomic_forces_ev_per_a": [[-0.2, 0.2, 0.4], [0.0, 0.0, 0.0], [0.0, -0.1, -0.1], [0.2, 0.0, 0.0], [0.0, 0.0, 0.0], [0.0, 0.0, 0.0], [0.0, 0.0, 0.0], [0.0, 0.0, 0.0], [0.0, 0.0, 0.0], [0.0, 0.0, 0.0], [0.1, 0.0, 0.0], [0.0, 0.0, 0.1], [0.0, 0.0, 0.0], [0.0, 0.0, 0.0], [0.0, 0.0, 0.0], [0.0, 0.0, 0.1], [0.0, -0.1, -0.2], [0.0, 0.0, 0.0], [0.0, 0.0, 0.0], [0.0, 0.0, 0.0], [0.0, 0.0, 0.0], [0.0, 0.0, 0.0], [0.0, 0.0, 0.0], [0.0, 0.0, 0.0], [0.0, 0.0, 0.0], [0.0, 0.0, 0.0], [0.0, 0.0, 0.0], [0.0, 0.0, 0.0], [0.0, 0.0, 0.0], [0.0, 0.0, 0.0], [0.0, 0.0, 0.0], [0.0, 0.0, 0.0], [0.0, 0.0, 0.0], [0.0, 0.0, 0.0], [0.0, 0.0, 0.0], [0.0, 0.0, 0.0], [0.0, 0.0, 0.0], [0.0, 0.0, 0.0], [0.0, 0.0, 0.0], [0.0, 0.0, 0.0], [0.0, 0.1, 0.1], [0.3, 0.1, -0.4], [-0.1, -0.1, 0.0], [-0.2, 0.0, 0.0], [0.0, -0.2, 0.2]], "nbo_charge": [1.338, -0.398, 0.638, -0.416, -0.307, 0.248, -0.200, -0.066, -0.212, 0.051, -0.440, 0.089, -0.142, -0.073, -0.195, 0.068, -0.436, 0.287, 0.280, 0.273, 0.273, 0.267, 0.182, 0.288, 0.277, 0.272, 0.195, -0.667, -0.239, -0.260, -0.764, 0.473, 0.458, 0.457, 0.245, 0.244, 0.235, 0.245, 0.407, 0.412, -0.633, 2.496, -0.687, -0.774, -0.784]}


Table of calculated total energy (hartree), in record order: -2831.09459; -4006.29030; -1744.47776